Version w
Molecular formula: C4H8O4
Method: DFT, ωB97M-V/def2-TZVPD

The geometry in ORCA input format:
```
! RIJCOSX wB97M-V def2-TZVPD def2/J DEFGRID3
* xyz 0 1
C -1.182 -0.427 1.564
C -0.872 0.604 0.534
O -1.337 0.723 -0.550
O -0.005 1.573 1.080
C 0.888 2.235 0.344
O 1.323 1.918 -0.717
H -1.390 0.052 2.521
H -2.028 -1.025 1.237
H -0.307 -1.066 1.678
H 1.224 3.119 0.916
C 0.437 -1.551 -1.607
O 1.053 -0.911 -0.515
H 0.063 -2.510 -1.249
H -0.401 -0.955 -1.987
H 1.154 -1.728 -2.416
H 1.380 -0.051 -0.834
*
```

SMILES string   CC(=O)OC=O.CO
HOMO level   -10.210 eV
LUMO level   0.84 eV
Gap between HOMO and LUMO   11.05 eV

Atom charges from the Löwdin analysis, given in e for atoms 1 to 5: atom 1 (C): 0.027, atom 2 (C): -0.487, atom 3 (O): 0.149, atom 4 (O): 0.074, atom 5 (C): -0.310


Version x
Molecular formula: C4H8O4
Method: DFT, ωB97M-V/def2-TZVPD

The geometry in ORCA input format:
```
! RIJCOSX wB97M-V def2-TZVPD def2/J DEFGRID3
* xyz 0 1
O -1.056 -2.250 1.721
C -0.527 -1.317 1.179
C 0.290 -1.535 -0.104
C 0.974 -0.227 -0.583
C 0.050 0.653 -1.364
O -0.971 1.152 -0.948
O 0.423 0.765 -2.635
H -0.468 -0.345 1.698
H 0.995 -2.344 0.065
H -0.361 -1.871 -0.915
H 1.816 -0.563 -1.184
H 1.399 0.337 0.251
H -0.017 1.463 -3.121
O -0.617 1.809 2.156
H -0.803 1.770 1.241
H -1.125 2.504 2.542
*
```

SMILES string   O=CCCC(=O)O.O
HOMO level   -9.626 eV
LUMO level   0.49 eV
Gap between HOMO and LUMO   10.12 eV

Atom charges from the Löwdin analysis, given in e for atoms 1 to 5: atom 1 (O): 0.053, atom 2 (C): -0.237, atom 3 (C): -0.113, atom 4 (C): -0.104, atom 5 (C): -0.531


Relative to the most stable structure, the computed energies are version w 19.1; version x 0.0, all in kJ/mol.


Version w
Molecular formula: CH8N2Si
Method: DFT, ωB97M-V/def2-TZVPD

The geometry in ORCA input format:
```
! RIJCOSX wB97M-V def2-TZVPD def2/J DEFGRID3
* xyz 0 1
C -0.150 -1.548 0.372
N 0.676 -0.456 0.742
N 0.076 0.661 0.234
Si -0.240 1.340 -1.310
H -0.430 -1.443 -0.673
H 0.299 -2.574 0.502
H -1.045 -1.350 0.934
H 1.608 -0.496 0.334
H -0.360 1.275 0.983
H -0.725 2.589 -0.984
H 0.921 0.962 -2.016
H -1.153 0.587 -2.127
*
```

SMILES string   CNN[SiH3]
HOMO level   -8.919 eV
LUMO level   1.06 eV
Gap between HOMO and LUMO   9.98 eV

Atom charges from the Löwdin analysis, given in e for atoms 1 to 5: atom 1 (C): -0.159, atom 2 (N): -0.202, atom 3 (N): -0.325, atom 4 (Si): 0.559, atom 5 (H): 0.045


Version x
Molecular formula: CH8N2Si
Method: DFT, ωB97M-V/def2-TZVPD

The geometry in ORCA input format:
```
! RIJCOSX wB97M-V def2-TZVPD def2/J DEFGRID3
* xyz 0 1
C -0.444 1.429 0.548
N 0.372 0.443 1.310
N 1.132 -0.394 0.423
Si 0.205 -1.481 -0.777
H 0.025 2.026 -0.123
H -1.335 1.145 -0.020
H -0.852 2.144 1.145
H -0.203 -0.061 2.012
H 2.070 -0.224 0.612
H 0.080 -0.945 -2.108
H 1.306 -2.734 -0.686
H -1.244 -1.552 -0.204
*
```

SMILES string   CNN[SiH3]
HOMO level   -8.734 eV
LUMO level   1.03 eV
Gap between HOMO and LUMO   9.76 eV

Atom charges from the Löwdin analysis, given in e for atoms 1 to 5: atom 1 (C): -0.157, atom 2 (N): -0.187, atom 3 (N): -0.267, atom 4 (Si): 0.598, atom 5 (H): 0.038


Relative to the most stable structure, the computed energies are version w 0.0; version x 51.8, all in kJ/mol.


Version w
Molecular formula: H14NO5
Method: DFT, ωB97M-V/def2-TZVPD

The geometry in ORCA input format:
```
! RIJCOSX wB97M-V def2-TZVPD def2/J DEFGRID3
* xyz 1 1
N -0.394 -0.662 0.504
H -0.051 -1.587 0.226
H -1.209 -0.548 -0.094
H -0.647 -0.647 1.499
H 0.268 0.104 0.311
H 3.977 1.556 -2.708
H 4.673 0.451 -1.940
O 3.968 1.102 -1.855
H -0.400 -4.157 -0.574
H -1.652 -3.652 -1.471
O -0.968 -3.433 -0.830
H -3.041 1.184 -1.269
H -2.360 2.490 -0.718
O -2.322 1.531 -0.731
H 0.859 2.329 -0.403
H 2.045 1.485 -0.859
O 1.141 1.412 -0.488
H -1.571 -0.114 4.467
H -1.902 0.809 3.335
O -1.375 0.025 3.529
*
```

HOMO level   -14.703 eV
LUMO level   -2.73 eV
Gap between HOMO and LUMO   11.97 eV

Atom charges from the Löwdin analysis, given in e for atoms 1 to 5: atom 1 (N): 0.306, atom 2 (H): 0.119, atom 3 (H): 0.115, atom 4 (H): 0.113, atom 5 (H): 0.079


Version x
Molecular formula: H14NO5
Method: DFT, ωB97M-V/def2-TZVPD

The geometry in ORCA input format:
```
! RIJCOSX wB97M-V def2-TZVPD def2/J DEFGRID3
* xyz 1 1
N -1.059 0.673 -0.096
H -1.889 1.174 0.241
H -0.941 0.740 -1.104
H -0.266 1.159 0.353
H -1.038 -0.304 0.257
H 3.439 -1.673 0.255
H 3.762 -2.345 -1.070
O 3.620 -1.480 -0.670
H -3.737 -0.247 1.664
H -4.295 0.305 0.370
O -3.697 0.536 1.090
H 1.018 -0.114 -3.076
H 1.754 -0.132 -1.749
O 1.052 0.337 -2.224
H 0.394 -2.062 0.945
H -0.651 -2.713 0.018
O -0.520 -1.994 0.651
H 1.038 2.249 2.018
H 1.194 3.389 1.012
O 0.821 2.503 1.114
*
```

HOMO level   -14.974 eV
LUMO level   -3.14 eV
Gap between HOMO and LUMO   11.84 eV

Atom charges from the Löwdin analysis, given in e for atoms 1 to 5: atom 1 (N): 0.275, atom 2 (H): 0.109, atom 3 (H): 0.118, atom 4 (H): 0.084, atom 5 (H): 0.081


Version y
Molecular formula: H14NO5
Method: DFT, ωB97M-V/def2-TZVPD

The geometry in ORCA input format:
```
! RIJCOSX wB97M-V def2-TZVPD def2/J DEFGRID3
* xyz 1 1
N 1.140 -0.339 0.612
H 1.517 -0.291 -0.415
H 0.122 -0.311 0.479
H 1.311 -1.207 1.085
H 1.372 0.525 1.131
H -3.212 1.202 -2.965
H -1.688 1.463 -2.737
O -2.499 1.401 -2.349
H 0.851 -1.606 -2.398
H -0.430 -0.897 -1.762
O 0.519 -0.821 -1.923
H -1.668 0.649 3.546
H -1.339 -0.765 3.266
O -0.989 0.084 3.212
H -1.682 1.534 0.792
H -2.209 1.045 -0.540
O -1.761 0.792 0.264
H 3.980 -1.335 1.029
H 4.423 -0.974 -0.410
O 3.564 -1.038 0.247
*
```

HOMO level   -14.809 eV
LUMO level   -3.03 eV
Gap between HOMO and LUMO   11.78 eV

Atom charges from the Löwdin analysis, given in e for atoms 1 to 5: atom 1 (N): 0.236, atom 2 (H): 0.135, atom 3 (H): 0.080, atom 4 (H): 0.122, atom 5 (H): 0.157


Relative to the most stable structure, the computed energies are version w 0.0; version x 5.6; version y 100.0, all in kJ/mol.


Version w
Molecular formula: C2H8N2O
Method: DFT, ωB97M-V/def2-TZVPD

The geometry in ORCA input format:
```
! RIJCOSX wB97M-V def2-TZVPD def2/J DEFGRID3
* xyz 0 1
N -0.630 -2.127 -0.292
C -1.747 -1.356 -0.334
O -1.742 -0.153 -0.316
H 0.300 -1.731 -0.273
H -0.679 -3.129 -0.285
H -2.652 -1.983 -0.394
C 1.561 1.086 0.276
N 2.014 2.415 0.678
H 2.080 0.696 -0.605
H 0.485 1.098 0.086
H 1.685 0.427 1.130
H 2.985 2.399 0.964
H 1.911 3.104 -0.055
*
```

SMILES string   NC=O.CN
HOMO level   -9.014 eV
LUMO level   0.91 eV
Gap between HOMO and LUMO   9.92 eV

Atom charges from the Löwdin analysis, given in e for atoms 1 to 5: atom 1 (N): 0.116, atom 2 (C): -0.427, atom 3 (O): 0.016, atom 4 (H): 0.096, atom 5 (H): 0.089


Version x
Molecular formula: C2H8N2O
Method: DFT, ωB97M-V/def2-TZVPD

The geometry in ORCA input format:
```
! RIJCOSX wB97M-V def2-TZVPD def2/J DEFGRID3
* xyz 0 1
N -1.167 -1.176 0.083
C -0.735 -2.540 0.008
O -0.775 -3.210 -1.004
H -0.805 -0.297 -0.523
H -1.347 -0.882 1.050
H -0.458 -2.963 0.915
C 1.191 1.297 0.233
N -0.044 1.588 -0.576
H 1.403 2.179 0.899
H 1.125 0.317 0.821
H 2.002 1.205 -0.458
H 0.280 2.274 -1.386
H -0.671 2.207 -0.063
*
```

SMILES string   NC=O.CN
HOMO level   -9.668 eV
LUMO level   0.72 eV
Gap between HOMO and LUMO   10.39 eV

Atom charges from the Löwdin analysis, given in e for atoms 1 to 5: atom 1 (N): 0.045, atom 2 (C): -0.384, atom 3 (O): 0.010, atom 4 (H): 0.105, atom 5 (H): 0.065


Version y
Molecular formula: C2H8N2O
Method: DFT, ωB97M-V/def2-TZVPD

The geometry in ORCA input format:
```
! RIJCOSX wB97M-V def2-TZVPD def2/J DEFGRID3
* xyz 0 1
C 1.500 0.258 -0.428
N 0.606 0.385 0.717
C -0.715 -0.067 0.555
N -0.917 -1.317 -0.044
O -1.345 1.182 -0.240
H 2.429 0.771 -0.187
H 1.092 0.690 -1.349
H 1.726 -0.795 -0.609
H 0.476 1.382 0.940
H -1.247 0.003 1.510
H -0.936 -2.093 0.602
H -0.421 -1.461 -0.914
H -2.248 1.061 -0.552
*
```

SMILES string   CN[C@H](N)O
HOMO level   -9.231 eV
LUMO level   0.98 eV
Gap between HOMO and LUMO   10.21 eV

Atom charges from the Löwdin analysis, given in e for atoms 1 to 5: atom 1 (C): -0.126, atom 2 (N): -0.084, atom 3 (C): -0.443, atom 4 (N): 0.080, atom 5 (O): -0.119


Relative to the most stable structure, the computed energies are version w 0.0; version x 82.0; version y 60.0, all in kJ/mol.


Version w
Molecular formula: C24H70N2O10
Method: DFT, ωB97M-V/def2-TZVPD

The geometry in ORCA input format:
```
! RIJCOSX wB97M-V def2-TZVPD def2/J DEFGRID3
* xyz 0 1
C -1.127 -13.267 -13.896
O -0.537 -12.025 -13.801
C -1.226 -10.902 -14.253
C -1.025 -10.905 -15.844
C 0.354 -10.399 -16.235
N -1.976 -10.006 -16.361
H -0.516 -13.979 -13.341
H -1.348 -13.665 -14.887
H -2.000 -13.343 -13.247
H -2.226 -11.017 -13.835
H -0.722 -10.016 -13.866
H -1.111 -11.904 -16.270
H 1.027 -11.199 -15.926
H 0.606 -9.440 -15.783
H 0.416 -10.309 -17.320
H -1.645 -9.604 -17.226
H -2.847 -10.407 -16.681
C 4.006 -11.329 -18.528
O 4.803 -11.476 -19.701
C 4.075 -11.436 -20.919
C 3.236 -12.680 -21.142
C 4.063 -14.032 -21.266
N 2.488 -12.684 -22.371
H 3.285 -12.141 -18.428
H 3.535 -10.361 -18.361
H 4.548 -11.423 -17.587
H 3.332 -10.640 -20.884
H 4.740 -11.114 -21.720
H 2.508 -12.775 -20.336
H 4.632 -14.317 -20.382
H 4.625 -14.076 -22.199
H 3.354 -14.838 -21.457
H 1.793 -11.967 -22.221
H 1.945 -13.532 -22.290
C -2.659 -8.283 -20.882
C -2.622 -8.270 -19.356
O -1.451 -8.800 -18.882
H -2.668 -9.243 -21.398
H -1.853 -7.715 -21.347
H -3.445 -7.635 -21.271
H -3.466 -8.775 -18.886
H -2.765 -7.227 -19.075
H -0.807 -8.159 -19.190
C 2.383 -6.903 -18.405
C 2.032 -7.956 -19.481
O 0.824 -7.507 -20.193
H 3.429 -7.089 -18.160
H 1.895 -7.016 -17.436
H 2.172 -5.897 -18.766
H 1.883 -8.866 -18.899
H 2.881 -8.191 -20.123
H 1.148 -7.481 -21.097
C 5.469 -3.307 -20.644
C 4.158 -3.868 -21.282
O 3.741 -3.246 -22.455
H 6.263 -3.492 -21.367
H 5.708 -3.900 -19.761
H 5.435 -2.229 -20.486
H 3.403 -4.052 -20.518
H 4.362 -4.930 -21.415
H 3.349 -3.919 -23.016
C 3.291 -5.482 -15.042
C 4.825 -5.213 -15.286
O 5.652 -6.290 -14.848
H 3.136 -6.443 -15.533
H 2.658 -4.746 -15.537
H 3.020 -5.566 -13.990
H 5.091 -4.237 -14.881
H 4.978 -5.150 -16.364
H 5.930 -6.196 -13.934
C -1.318 -3.719 -23.301
C 0.084 -4.285 -23.134
O 0.622 -4.228 -24.361
H -1.985 -4.410 -23.816
H -1.303 -2.728 -23.752
H -1.691 -3.477 -22.305
H 0.084 -5.346 -22.885
H 0.727 -3.679 -22.495
H 1.525 -4.546 -24.296
C 1.204 -9.397 -22.910
C 1.896 -8.213 -23.501
O 1.744 -7.088 -22.635
H 1.383 -10.296 -23.499
H 0.125 -9.304 -22.790
H 1.455 -9.721 -21.900
H 1.332 -8.052 -24.420
H 2.923 -8.384 -23.823
H 1.990 -6.380 -23.236
C 6.519 -8.580 -20.813
C 5.688 -7.381 -21.134
O 6.372 -6.569 -22.096
H 5.941 -9.231 -20.157
H 7.278 -8.316 -20.077
H 6.941 -9.148 -21.642
H 5.649 -6.713 -20.273
H 4.637 -7.583 -21.339
H 5.886 -6.582 -22.924
C -1.777 -4.868 -15.657
C -1.668 -6.355 -16.149
O -2.232 -7.212 -15.243
H -1.122 -4.565 -14.839
H -2.814 -4.754 -15.342
H -1.635 -4.179 -16.490
H -0.618 -6.645 -16.187
H -2.182 -6.510 -17.097
H -2.147 -8.096 -15.609
*
```

SMILES string   COC[C@H](C)N.COC[C@H](C)N.CCO.CCO.CCO.CCO.CCO.CCO.CCO.CCO
HOMO level   -8.917 eV
LUMO level   -0.32 eV
Gap between HOMO and LUMO   8.60 eV

Atom charges from the Löwdin analysis, given in e for atoms 1 to 5: atom 1 (C): -0.141, atom 2 (O): -0.205, atom 3 (C): -0.150, atom 4 (C): -0.420, atom 5 (C): -0.046


Version x
Molecular formula: C24H70N2O10
Method: DFT, ωB97M-V/def2-TZVPD

The geometry in ORCA input format:
```
! RIJCOSX wB97M-V def2-TZVPD def2/J DEFGRID3
* xyz 0 1
C -1.668 0.504 2.855
O -0.835 0.624 1.683
C 0.295 -0.225 1.733
C 1.204 0.104 0.465
C 2.455 -0.767 0.440
N 1.693 1.449 0.500
H -1.386 1.144 3.691
H -1.732 -0.546 3.142
H -2.683 0.836 2.640
H 0.870 -0.002 2.631
H 0.065 -1.270 1.940
H 0.746 -0.054 -0.511
H 3.048 -0.501 1.315
H 2.977 -0.443 -0.460
H 2.085 -1.785 0.558
H 2.274 1.661 -0.299
H 0.964 2.112 0.278
C -11.565 -1.133 4.360
O -10.748 -2.292 4.058
C -10.052 -2.721 5.301
C -10.741 -3.845 6.060
C -12.017 -3.546 6.842
N -9.791 -4.261 7.102
H -12.006 -0.756 3.437
H -10.964 -0.377 4.866
H -12.447 -1.538 4.856
H -9.022 -2.946 5.027
H -9.965 -1.880 5.989
H -11.056 -4.658 5.404
H -12.319 -4.448 7.374
H -12.862 -3.181 6.258
H -11.748 -2.787 7.577
H -8.845 -4.256 6.749
H -9.920 -5.262 7.133
C -5.955 2.287 7.772
C -6.278 3.186 6.589
O -5.061 3.637 6.063
H -5.476 1.339 7.527
H -6.890 2.040 8.276
H -5.509 2.801 8.623
H -6.826 3.996 7.070
H -6.825 2.653 5.812
H -4.464 3.887 6.772
C -4.884 -2.878 8.684
C -4.497 -3.165 7.262
O -5.247 -4.269 6.778
H -4.404 -2.005 9.126
H -4.878 -3.685 9.417
H -5.935 -2.595 8.629
H -3.451 -3.472 7.282
H -4.476 -2.341 6.549
H -5.040 -4.542 5.881
C 1.095 -5.853 3.516
C 0.966 -5.105 4.845
O -0.323 -5.347 5.295
H 1.763 -5.223 2.930
H 0.151 -6.038 3.002
H 1.746 -6.716 3.660
H 1.132 -4.030 4.773
H 1.630 -5.469 5.629
H -0.423 -6.299 5.219
C -5.695 -2.524 0.974
C -6.003 -3.950 1.372
O -5.048 -4.580 2.250
H -6.608 -1.984 0.723
H -4.840 -2.444 0.303
H -5.475 -1.976 1.890
H -6.191 -4.602 0.519
H -7.016 -3.980 1.774
H -4.175 -4.332 1.935
C -6.135 -9.699 5.648
C -6.510 -9.798 7.133
O -7.831 -9.465 7.346
H -6.207 -8.650 5.360
H -6.912 -10.207 5.077
H -5.194 -10.074 5.245
H -5.924 -8.980 7.553
H -6.198 -10.729 7.606
H -8.225 -10.092 7.956
C -9.389 -4.493 13.759
C -9.865 -4.609 12.342
O -9.775 -3.378 11.576
H -9.159 -5.448 14.231
H -10.205 -4.057 14.336
H -8.507 -3.878 13.939
H -10.916 -4.896 12.315
H -9.353 -5.392 11.783
H -9.697 -3.546 10.634
C 0.929 -2.552 10.670
C 0.250 -1.792 11.856
O -0.286 -2.926 12.461
H 1.874 -3.039 10.909
H 1.105 -1.790 9.910
H 0.421 -3.365 10.150
H -0.606 -1.163 11.611
H 1.005 -1.387 12.528
H -0.216 -2.826 13.413
C -7.927 2.589 13.074
C -8.483 1.180 13.092
O -7.714 0.380 12.228
H -7.972 2.968 12.053
H -6.883 2.641 13.382
H -8.550 3.382 13.487
H -9.525 1.137 12.775
H -8.335 0.736 14.076
H -8.365 -0.290 12.008
*
```

SMILES string   COC[C@H](C)N.COC[C@H](C)N.CCO.CCO.CCO.CCO.CCO.CCO.CCO.CCO
HOMO level   -9.348 eV
LUMO level   0.34 eV
Gap between HOMO and LUMO   9.69 eV

Atom charges from the Löwdin analysis, given in e for atoms 1 to 5: atom 1 (C): -0.090, atom 2 (O): -0.191, atom 3 (C): -0.194, atom 4 (C): -0.444, atom 5 (C): -0.077


Relative to the most stable structure, the computed energies are version w 0.0; version x 121.6, all in kJ/mol.